No. 1
{"formula": "C3H15NO3", "method": "wB97M-V/def2-TZVPD", "symbols": ["C", "N", "C", "C", "H", "H", "H", "H", "H", "H", "H", "H", "H", "O", "H", "H", "O", "H", "H", "O", "H", "H"], "xyz": [[-2.644809, -1.350461, -1.290541], [-1.703968, -0.561445, -0.496850], [-0.466158, -0.552527, -1.303600], [-1.961911, 0.840493, 0.116924], [-3.704295, -0.920307, -1.145009], [-2.750383, -2.404475, -0.813386], [-2.308133, -1.230660, -2.366996], [0.352166, 0.240612, -0.991618], [-0.049533, -1.395004, -1.649807], [-0.689670, -0.049756, -2.244245], [-1.236501, 1.096708, 0.914442], [-3.011469, 0.827704, 0.570453], [-1.802598, 1.707194, -0.654074], [5.692811, 2.737730, 1.519907], [4.931691, 3.125512, 1.119589], [6.474616, 3.007074, 0.900753], [-1.265085, -1.746752, 2.021700], [-0.760553, -1.310925, 1.390448], [-1.971319, -1.103363, 2.147338], [3.243301, -0.452530, 0.458104], [2.376894, -0.021914, 0.361680], [3.254911, -0.482899, 1.434780]], "forces_ev_per_angstrom": [[-2.11, 0.64, 1.29], [2.16, 1.27, 0.59], [-0.21, 6.35, 1.02], [-0.83, -0.64, -1.72], [1.45, -0.49, -0.53], [0.61, 1.47, -1.43], [-0.97, -0.90, 1.01], [-1.36, -1.94, 0.37], [1.39, -3.71, -0.15], [-0.45, 0.27, -0.68], [-0.28, -0.71, -0.32], [1.44, 0.24, -0.81], [-0.75, -1.48, 1.04], [3.09, 0.34, -1.21], [-0.82, 0.42, -0.51], [-2.26, -0.77, 1.74], [-1.41, -0.96, 2.35], [1.49, 0.91, -2.18], [-0.14, -0.29, 0.15], [-0.89, 0.42, 1.07], [0.32, -0.19, -0.54], [0.56, -0.24, -0.54]], "smiles": "CN(C)C.O.O.O", "homo_lumo_gap_ev": 9.1, "largest_force_ev_per_a": 6.43, "spin_multiplicity": 1, "relative_energy_kcal_mol": 76.0}

No. 2
{"formula": "C3H15NO3", "method": "wB97M-V/def2-TZVPD", "symbols": ["C", "C", "C", "N", "H", "H", "H", "H", "H", "H", "H", "H", "H", "O", "H", "H", "O", "H", "H", "O", "H", "H"], "xyz": [[-0.559026, -2.137923, 2.272118], [0.559676, -1.127431, 1.890792], [0.244581, 0.372350, 1.524515], [-1.163414, 0.647982, 1.119149], [-1.167333, -2.579943, 1.378737], [-1.254280, -1.870979, 3.091522], [-0.162174, -3.072651, 2.747862], [1.034471, -1.108817, 2.889853], [1.208985, -1.568463, 1.154532], [0.844356, 0.576913, 0.688679], [0.616055, 1.043158, 2.223301], [-1.513878, -0.191463, 0.570545], [-1.754691, 0.388086, 1.853586], [1.937793, 3.533913, -3.263754], [1.848569, 4.332189, -3.780941], [1.967664, 3.697799, -2.346412], [0.760704, -1.180888, -2.132464], [0.062084, -0.562971, -2.220297], [1.598699, -1.003123, -1.585912], [-1.735214, 0.524146, -2.335992], [-2.390705, 1.033224, -2.791885], [-0.982913, 0.254894, -2.947526]], "forces_ev_per_angstrom": [[-1.32, -1.78, -1.19], [-0.73, 0.18, 2.41], [-1.93, -2.72, -1.28], [0.46, -1.59, -1.47], [0.83, 1.12, 1.45], [0.14, 0.71, -0.72], [0.44, 0.76, -0.68], [0.78, 0.21, -0.71], [0.28, -0.22, -0.15], [0.74, 0.34, -1.49], [0.05, 1.17, 1.82], [1.21, 1.41, -0.39], [-0.93, 0.46, 2.38], [0.02, -1.18, -1.76], [-0.01, 0.38, 0.38], [-0.02, 0.79, 1.38], [2.92, -2.08, 0.53], [0.11, 1.19, 1.23], [-2.70, 0.58, -1.29], [2.11, -1.30, -0.06], [-0.16, 0.35, -0.80], [-2.27, 1.24, 0.39]], "smiles": "CCCN.O.O.O", "homo_lumo_gap_ev": 10.0, "largest_force_ev_per_a": 3.62, "spin_multiplicity": 1, "relative_energy_kcal_mol": 60.9}

No. 3
{"formula": "C3H15NO3", "method": "wB97M-V/def2-TZVPD", "symbols": ["C", "C", "C", "N", "H", "H", "H", "H", "H", "H", "H", "H", "H", "O", "H", "H", "O", "H", "H", "O", "H", "H"], "xyz": [[-2.883846, 0.905657, -0.336884], [-1.796228, -0.109748, -0.696319], [-1.368073, -0.694256, 0.659323], [-0.374670, -1.780570, 0.408879], [-3.828683, 0.477821, 0.129899], [-3.000451, 1.524341, -1.218766], [-2.578102, 1.524063, 0.419360], [-1.947091, -0.691476, -1.563674], [-0.931632, 0.448104, -1.033119], [-2.192750, -0.992776, 1.317223], [-0.738716, 0.201843, 1.064754], [0.369830, -1.503184, -0.258718], [-0.750622, -2.736397, 0.266351], [2.159111, -0.323307, -2.124558], [2.843441, -0.140337, -1.544028], [2.570643, -0.643577, -2.923100], [2.570430, -0.529377, 2.400149], [2.125343, -0.313562, 3.151863], [1.968698, -0.984035, 1.770866], [0.620856, 2.299129, -0.167217], [1.306385, 2.789613, -0.621129], [0.892104, 1.322060, -0.443650]], "forces_ev_per_angstrom": [[-1.36, -1.63, -1.82], [-0.30, 1.75, 2.24], [2.79, 0.22, -1.79], [0.29, -0.45, 0.91], [0.84, 0.16, -1.32], [-0.97, 0.24, -0.01], [1.33, 1.70, 1.86], [-0.99, -1.54, -0.40], [0.26, 0.49, -0.03], [0.40, -0.02, -0.15], [-1.45, -1.66, 0.18], [-1.17, -0.54, 0.43], [0.43, 1.31, -0.17], [-2.32, -0.36, -1.25], [2.19, 0.52, 1.77], [0.12, -0.13, -0.35], [1.86, -1.29, -4.12], [-2.23, 0.79, 3.06], [0.23, 0.41, 1.00], [0.86, -3.41, -0.85], [0.18, 0.43, -0.10], [-0.99, 3.00, 0.90]], "smiles": "CCCN.O.O.O", "homo_lumo_gap_ev": 9.0, "largest_force_ev_per_a": 4.70, "spin_multiplicity": 1, "relative_energy_kcal_mol": 47.8}

No. 4
{"formula": "C3H15NO3", "method": "wB97M-V/def2-TZVPD", "symbols": ["C", "C", "N", "C", "H", "H", "H", "H", "H", "H", "H", "H", "H", "O", "H", "H", "O", "H", "H", "O", "H", "H"], "xyz": [[-1.013726, -0.137175, 1.960916], [-0.605297, 0.951249, 0.997939], [0.021952, 0.413395, -0.239564], [0.340472, 1.530080, -1.114502], [-1.637800, 0.342940, 2.719151], [-1.663822, -0.827887, 1.420500], [-0.173240, -0.630413, 2.434383], [-1.467188, 1.515209, 0.607629], [0.027874, 1.730592, 1.430595], [0.844257, -0.086537, 0.082023], [-0.590139, 2.023276, -1.377820], [0.880879, 1.243227, -2.014655], [0.950510, 2.275823, -0.589235], [-0.528000, -1.438155, -3.045402], [0.395077, -1.208237, -2.897367], [-1.023796, -0.612758, -3.059435], [1.944088, -3.836569, -2.013153], [2.772749, -4.083752, -2.425628], [1.232024, -3.871950, -2.661457], [-0.444033, 2.761707, 3.704276], [-1.140427, 3.382672, 3.985231], [0.099106, 2.658206, 4.492882]], "forces_ev_per_angstrom": [[-0.85, 0.77, -0.23], [0.07, 0.29, -1.49], [-0.30, 0.00, 0.79], [0.44, -0.02, 0.56], [0.22, -0.21, 0.23], [0.28, -0.28, 0.13], [0.10, -0.19, 0.00], [-0.18, -0.28, 0.44], [0.16, -0.16, 0.38], [0.21, 0.04, -0.47], [-0.14, 0.04, -0.26], [-0.09, -0.20, -0.06], [0.11, 0.21, -0.11], [-0.01, -0.24, -0.32], [-0.17, 0.15, 0.16], [0.21, -0.04, 0.18], [-0.20, 0.22, 0.43], [-0.12, -0.08, -0.34], [0.28, -0.08, -0.10], [-0.43, 0.47, 0.35], [0.39, -0.37, -0.24], [0.03, -0.05, -0.05]], "smiles": "CCNC.O.O.O", "homo_lumo_gap_ev": 9.3, "largest_force_ev_per_a": 1.52, "spin_multiplicity": 1, "relative_energy_kcal_mol": 30.0}

No. 5
{"formula": "C3H15NO4", "method": "wB97M-V/def2-TZVPD", "symbols": ["C", "C", "N", "C", "H", "H", "H", "H", "H", "H", "H", "O", "H", "H", "O", "H", "H", "O", "H", "H", "O", "H", "H"], "xyz": [[-2.366494, -1.397441, 0.203586], [-1.173965, -1.937472, -0.052192], [0.003325, -1.209910, -0.253513], [1.227281, -1.945176, 0.072237], [-2.511765, -0.360495, 0.463531], [-3.200876, -2.082702, 0.283404], [-1.033067, -3.009334, -0.040873], [-0.031075, -0.253510, 0.069513], [2.018022, -1.390130, -0.431181], [1.427522, -2.020292, 1.144082], [1.209788, -2.912320, -0.424349], [-1.515559, 1.103746, -2.401009], [-1.477701, 1.706670, -3.156020], [-2.469063, 0.949002, -2.367880], [2.656576, 0.957753, -0.605930], [3.009604, 1.827674, -0.821957], [2.522935, 1.007664, 0.355779], [1.711438, 1.981074, 1.732473], [1.166707, 2.771196, 1.662552], [1.545203, 1.522150, 2.559626], [-0.885352, 1.781650, 1.006957], [-1.600108, 1.738995, 0.360531], [-0.233377, 1.171206, 0.640634]], "forces_ev_per_angstrom": [[-0.23, -0.82, 0.18], [0.35, 1.35, 0.39], [-0.38, -1.54, 0.37], [0.22, 1.20, -0.85], [-0.02, 0.12, -0.27], [-0.11, 0.23, 0.10], [-0.07, -0.09, -0.46], [0.12, -0.53, -0.32], [0.35, -0.08, 0.34], [0.00, -0.23, -0.01], [-0.19, -0.17, 0.28], [-0.60, 0.38, -0.30], [0.44, -0.03, 0.13], [0.12, -0.36, 0.28], [0.16, -0.09, 0.08], [-0.04, -0.11, -0.04], [-0.05, 0.20, -0.35], [0.69, -0.21, 0.03], [-0.29, -0.27, 0.27], [-0.30, 0.40, 0.13], [-0.25, -0.12, -0.20], [0.00, 0.15, -0.01], [0.08, 0.63, 0.22]], "smiles": "C=CNC.O.O.O.O", "homo_lumo_gap_ev": 8.4, "largest_force_ev_per_a": 1.63, "spin_multiplicity": 1, "relative_energy_kcal_mol": 40.8}

No. 6
{"formula": "C3H15NO4", "method": "wB97M-V/def2-TZVPD", "symbols": ["C", "C", "N", "C", "H", "H", "H", "H", "H", "H", "H", "O", "H", "H", "O", "H", "H", "O", "H", "H", "O", "H", "H"], "xyz": [[-1.038693, 2.189867, -0.508840], [-1.708430, 1.077908, -0.186797], [-1.053448, -0.103687, 0.286907], [-1.849976, -1.022234, 1.148448], [-0.052272, 2.292956, -0.318515], [-1.390888, 3.066149, -0.988752], [-2.794898, 0.875476, -0.410365], [-0.126372, 0.000117, 0.538572], [-2.963590, -1.044490, 0.888120], [-1.587571, -2.004295, 0.988445], [-1.647374, -0.772206, 2.201079], [1.101748, -1.631181, -3.122781], [0.708017, -1.821871, -4.011918], [0.692032, -0.820952, -2.727649], [-0.187778, 1.012847, -3.037072], [0.093167, 1.607322, -3.780728], [-0.584213, 1.489867, -2.346277], [1.555495, -1.834789, 1.428739], [2.288807, -1.413114, 1.917217], [1.587840, -1.550793, 0.535235], [2.835689, 0.194523, 3.564781], [2.496166, -0.380925, 4.156684], [3.626541, 0.593503, 3.785468]], "forces_ev_per_angstrom": [[-2.41, -0.36, -0.11], [0.19, -1.82, -0.08], [-4.28, 0.58, -0.95], [-0.90, 2.24, -0.11], [3.21, -0.13, 0.88], [-1.14, 0.44, -0.29], [1.27, 0.57, 0.34], [1.98, 0.26, 0.79], [1.51, 0.76, 0.42], [1.10, -2.20, -0.36], [-0.59, -0.15, -0.19], [-0.42, 0.12, -0.41], [0.30, 0.72, 1.50], [0.11, -0.81, -1.14], [1.57, -0.87, -3.07], [-0.55, -0.72, 1.41], [-0.93, 1.38, 1.46], [0.14, -0.25, 1.77], [-0.47, -0.03, -0.57], [0.35, 0.37, -1.25], [-1.23, 1.66, -4.59], [-1.13, -2.60, 3.33], [2.34, 0.83, 1.22]], "smiles": "C=CNC.O.O.O.O", "homo_lumo_gap_ev": 8.9, "largest_force_ev_per_a": 5.03, "spin_multiplicity": 1, "relative_energy_kcal_mol": 52.8}